C54H54N7O16PS | ωB97M-V/def2-TZVPD

- HOMO energy: -8.375 eV
- Maximum force: 4.687 eV/A
- Net charge: 0
- Energy: -120165.480 eV
- 2S+1: 1
- SMILES string: CCCCCCCc1cc([PH2]=S)cc2c1C(=O)N(CCC(=O)O)C2=O.O=[N+]([O-])c1ccccc1.O=[N+]([O-])c1ccccc1.O=[N+]([O-])c1ccccc1.O=[N+]([O-])c1ccccc1.O=[N+]([O-])c1ccccc1.O=[N+]([O-])c1ccccc1

Geometry (Å):
S1 7.50020 -1.28450 4.43434
P1 6.15742 -2.23829 3.36096
O1 8.25033 -4.45112 5.42748
O2 -12.90283 -2.17011 3.00640
O3 -7.04201 0.03351 -3.60008
O4 -1.81906 -0.04256 -0.68089
O5 -9.06671 4.64589 3.87094
O6 6.43560 -0.73671 -5.13630
O7 -9.64243 4.55550 1.78614
O8 2.18961 2.43161 2.44190
O9 6.89605 -5.57357 4.16228
O10 -7.13408 6.68887 -2.76491
O11 -8.87709 -0.60426 -4.55309
O12 -10.81730 -2.75710 3.00707
O13 8.44207 -1.40662 -4.67845
O14 -5.27084 6.00851 -3.63288
O15 -2.71700 1.55661 0.72864
O16 3.59240 2.53135 -1.95185
N1 2.13936 2.04079 -0.01406
N2 8.01206 -5.32344 4.60631
N3 -11.98954 -2.93226 3.30564
N4 -9.58026 4.08369 2.91470
N5 7.63657 -0.78246 -5.35834
N6 -8.06753 0.25347 -4.22751
N7 -6.14117 5.97471 -2.77254
C1 11.47266 -6.68541 4.18568
C2 5.43927 0.00289 -0.51342
C3 -5.71229 3.15335 0.35665
C4 11.25348 -7.68292 3.24010
C5 -13.65782 -4.39139 4.39590
C6 -6.83282 3.97882 0.31654
C7 9.50412 -0.10228 -6.82436
C8 -6.97338 4.91352 -0.70326
C9 8.92290 1.86536 0.51718
C10 4.24258 0.88506 -0.08926
C11 -13.97667 -5.54800 5.09912
C12 6.02814 0.10737 -1.99406
C13 -10.15522 2.75468 3.13110
C14 -4.85768 4.19158 -1.64365
C15 -12.97209 -6.43591 5.47282
C16 -9.52653 1.93668 -5.29568
C17 9.13516 -6.12948 4.12273
C18 -10.12382 2.19050 4.40498
C19 -7.44248 2.64328 -4.27870
C20 8.91042 -7.12153 3.17028
C21 -10.71669 2.06487 2.05718
C22 10.41311 -5.90176 4.63001
C23 8.14595 -0.04538 -6.51617
C24 5.48168 -1.07456 2.03023
C25 2.55614 1.87232 1.38550
C26 7.26479 0.69446 -7.30232
C27 -0.14980 1.30992 0.66429
C28 10.01768 1.84357 1.69849
C29 -1.59170 0.86175 0.14674
C30 9.10312 1.31477 -8.73256
C31 -8.34920 1.63874 -4.61175
C32 -8.90343 4.26549 -5.30090
C33 -11.24004 0.79282 2.26236
C34 9.97661 -7.89846 2.72976
C35 4.29080 -0.13681 2.47172
C36 8.42192 1.36300 -2.08426
C37 -9.80140 3.25667 -5.63743
C38 3.72605 0.78902 1.37904
C39 -4.72428 3.26149 -0.61792
C40 6.01411 -0.96867 0.57783
C41 3.35850 1.94909 -0.87707
C42 -11.64421 -6.16997 5.15113
C43 -12.32741 -4.13608 4.06786
C44 9.97936 0.58014 -7.93894
C45 9.54519 1.51751 -0.92172
C46 7.65331 -0.05074 -2.04105
C47 10.59185 0.35278 2.00218
C48 -10.65234 0.91892 4.60075
C49 7.74966 1.37596 -8.41342
C50 -7.72469 3.96009 -4.62713
C51 -11.31613 -5.01725 4.44564
C52 -5.98580 5.01007 -1.68239
C53 1.04342 1.05258 -0.37236
C54 -11.20504 0.22093 3.53012
H1 12.08222 -8.29647 2.89970
H2 10.22514 0.58918 -0.84496
H3 9.47693 1.84178 -9.60525
H4 -11.60897 -0.77303 3.68414
H5 -10.71824 3.50034 -6.16409
H6 12.47034 -6.52087 4.57890
H7 -10.75013 2.49926 1.06406
H8 5.81091 1.14818 -2.43222
H9 -10.63047 0.46895 5.58783
H10 -6.52166 2.41907 -3.75074
H11 -15.00979 -5.75973 5.35386
H12 -2.37182 1.87939 1.60151
H13 -10.23432 1.16006 -5.56353
H14 10.91897 2.53499 1.47698
H15 -9.12386 5.29566 -5.56420
H16 9.54247 2.21897 2.67113
H17 -11.67329 0.24438 1.43246
H18 0.77135 1.20475 -1.46780
H19 10.59833 0.11922 3.12660
H20 8.12337 1.08983 0.77512
H21 -14.44974 -3.70774 4.11054
H22 7.90708 -0.63239 -3.00101
H23 -0.19054 2.45334 0.83627
H24 6.88361 -1.64780 0.24942
H25 -4.08264 4.26402 -2.39900
H26 11.03358 0.53724 -8.19167
H27 10.59704 -5.12782 5.36702
H28 9.81222 -8.67548 1.99072
H29 0.01645 0.82479 1.69262
H30 -10.27815 -4.82315 4.19833
H31 -13.22552 -7.34077 6.01696
H32 5.62503 -0.74477 -2.64898
H33 -7.02790 4.74974 -4.37078
H34 7.67391 2.22802 -2.10074
H35 6.20759 0.74759 -7.06621
H36 -9.69329 2.72243 5.24639
H37 -7.59897 3.89093 1.07974
H38 -10.86511 -6.86422 5.44756
H39 10.19707 -0.67107 -6.21421
H40 3.85270 -0.12154 3.52025
H41 9.87504 -0.39103 1.51653
H42 -7.85113 5.55023 -0.72278
H43 10.23405 2.37458 -1.28555
H44 -3.85260 2.61749 -0.57925
H45 7.91982 -7.30157 2.76721
H46 7.07191 1.95253 -9.03394
H47 11.68347 0.23321 1.64064
H48 5.10605 -2.59883 4.29499
H49 8.51459 2.94135 0.45007
H50 6.72925 -3.38149 2.71616
H51 9.00149 1.40357 -3.08664
H52 -5.60886 2.42058 1.15162
H53 1.47936 -0.00303 -0.20869
H54 8.06283 -0.63785 -1.14911

Atomic forces in eV per Å
S -0.225 -0.191 -0.423
P 0.926 1.660 0.458
O -0.223 -0.694 -0.545
O 0.386 -0.607 0.050
O -0.506 0.129 -0.323
O 1.027 3.547 2.844
O -0.226 -0.256 -0.519
O 0.619 -0.032 -0.035
O -0.010 -0.174 0.528
O 0.353 -1.571 -4.254
O 0.423 0.163 0.109
O 0.507 -0.361 -0.093
O 0.373 0.428 0.144
O -0.624 -0.122 0.095
O -0.321 0.130 -0.693
O -0.399 0.009 0.334
O 3.160 -1.259 0.540
O -1.305 -2.112 3.975
N -0.020 0.968 0.032
N -0.189 0.481 0.485
N 0.035 0.022 -0.351
N 0.104 0.453 0.075
N -0.179 -0.280 0.167
N 0.145 -0.591 0.168
N 0.058 0.583 0.070
C -0.232 -0.074 -0.125
C -1.409 0.523 2.596
C -0.001 0.094 -0.087
C -0.028 0.018 0.009
C -0.094 0.053 -0.027
C 0.244 -0.099 -0.082
C 0.084 -0.057 0.044
C -0.139 0.062 -0.013
C 1.094 0.286 -0.168
C 2.069 -2.304 2.571
C 0.258 0.018 -0.041
C 1.155 -0.362 0.748
C -0.305 -0.732 0.091
C 0.012 0.001 -0.047
C 0.013 0.032 -0.018
C -0.083 -0.047 -0.022
C 0.641 -0.486 -0.295
C 0.059 0.021 0.151
C 0.068 0.001 0.049
C -0.081 -0.042 -0.053
C -0.005 -0.010 -0.096
C 0.038 0.067 0.086
C 0.314 0.434 -0.653
C -2.559 2.381 -2.540
C 1.457 -0.831 3.052
C -0.128 0.013 0.002
C -0.864 0.963 -0.283
C 0.392 -0.385 0.361
C -1.019 -2.200 -1.582
C -0.019 -0.017 0.031
C -0.181 0.805 -0.210
C -0.012 -0.032 0.001
C 0.089 0.110 0.203
C 0.085 0.178 0.181
C 1.281 0.475 -4.092
C 0.858 -0.676 -0.227
C 0.244 -0.026 0.129
C 1.752 -0.918 -1.579
C -0.146 0.137 -0.191
C -2.011 1.331 0.613
C 1.142 -0.869 -0.809
C -0.224 0.146 -0.055
C -0.223 -0.681 0.465
C -0.258 0.034 0.032
C -0.115 0.627 -0.296
C -0.157 0.308 -0.226
C -0.063 0.405 0.147
C -0.002 0.173 -0.351
C 0.205 -0.134 0.123
C -0.195 -0.162 -0.061
C 0.127 -0.006 -0.021
C 0.075 -0.537 0.609
C 0.118 -0.531 0.633
C 0.076 0.090 0.242
H -0.100 0.080 0.035
H -1.232 1.213 -0.273
H -0.045 -0.057 0.113
H 0.165 0.684 -0.042
H 0.102 -0.080 0.061
H -0.145 0.022 -0.025
H 0.107 0.101 0.213
H -0.166 -1.807 0.644
H 0.021 0.098 -0.096
H -0.185 -0.160 -0.051
H 0.118 0.073 -0.052
H -0.600 -0.005 -1.030
H 0.229 -0.029 0.140
H -1.585 -0.963 0.178
H 0.048 -0.117 0.046
H 0.534 -0.398 -1.487
H 0.058 0.066 0.103
H 0.160 -0.169 1.630
H -0.087 0.447 -1.659
H 0.816 1.250 -0.325
H 0.254 0.014 -0.057
H -0.435 0.911 2.033
H 0.048 -1.820 -0.188
H -1.582 1.155 0.703
H -0.219 0.127 0.016
H -0.125 -0.020 0.076
H -0.237 -0.061 -0.112
H -0.029 0.110 0.088
H -0.109 0.597 -1.605
H -0.213 0.138 -0.068
H 0.032 0.115 -0.061
H 0.203 1.451 1.007
H -0.196 -0.320 -0.315
H 1.118 -1.057 0.280
H 0.189 -0.132 0.124
H -0.013 0.086 -0.258
H 0.125 0.110 -0.225
H -0.061 0.120 -0.060
H -0.259 0.022 0.028
H 0.749 -0.078 -1.605
H 1.219 0.737 0.567
H 0.177 -0.025 -0.134
H -0.998 -1.240 0.863
H -0.347 0.251 -0.118
H 0.073 0.170 0.191
H 0.045 -0.083 0.113
H -1.918 0.027 0.317
H 0.238 -0.178 -1.397
H 0.199 -1.791 0.180
H -0.910 0.344 0.060
H -0.974 0.057 1.503
H 0.004 0.064 -0.108
H -0.854 1.371 -0.481
H -0.691 0.685 -1.237

Atom charges from the Löwdin analysis, given in e for atoms 1 to 4:
1 S 0.075
2 P 0.344
3 O 0.048
4 O 0.058